DFT (the ωB97M-V functional and the def2-TZVPD basis) results for a molecular structure, C15H19CoN7O7.

Element x y z (Å)
Co: -0.175 0.027 -0.660
N: 0.890 -1.075 2.660
C: -0.457 -1.647 2.583
C: -1.602 -0.713 2.191
O: -2.557 -0.629 2.994
N: -1.510 -0.124 1.005
C: -2.662 0.713 0.694
C: -2.363 1.860 -0.275
O: -3.246 2.715 -0.442
O: -1.258 1.808 -0.896
H: 1.005 -0.600 3.548
H: 1.044 -0.353 1.946
H: -0.450 -2.471 1.861
H: -0.713 -2.072 3.555
H: -3.446 0.115 0.201
H: -3.129 1.115 1.595
O: 3.627 1.304 -0.265
C: 2.501 0.974 -0.606
O: 1.532 0.706 0.197
C: 2.135 0.836 -2.136
O: 2.997 1.028 -2.984
O: 0.918 0.511 -2.370
N: -4.064 0.920 -3.921
C: -3.503 -0.088 -3.149
C: -2.158 0.010 -2.750
N: -1.649 -0.864 -1.902
C: -2.411 -1.899 -1.511
C: -3.693 -2.031 -1.992
N: -4.257 -1.116 -2.795
H: -3.671 1.827 -3.706
H: -5.070 0.927 -3.833
H: -1.518 0.833 -3.044
H: -1.982 -2.590 -0.798
H: -4.311 -2.869 -1.691
C: 2.585 -4.783 0.992
C: 1.978 -3.916 -0.059
C: 1.624 -4.166 -1.370
C: 1.100 -2.945 -1.848
N: 1.121 -2.031 -0.888
N: 1.656 -2.638 0.182
C: 0.628 -2.604 -3.224
H: 2.720 -5.794 0.609
H: 1.946 -4.832 1.875
H: 3.558 -4.404 1.308
H: 1.758 -5.085 -1.916
H: 1.804 -2.096 1.045
H: 1.329 -2.993 -3.966
H: 0.575 -1.520 -3.326
H: -0.355 -3.036 -3.429

The calculation puts the orbital gap (spin up / spin down) at 0.24036 / 0.24588 hartree. The calculation puts the HOMO energy (spin up / spin down) at -0.0724 / -0.0779 hartree. Its spin multiplicity is 4. As for the net charge: -2. The expectation value of S² is 3.758.